A) {
  "formula": "C2H14NO3",
  "method": "wB97M-V/def2-TZVPD",
  "homo_energy_ev": -14.8,
  "total_charge": 1,
  "gap_ev": 11.95,
  "species": ["O", "O", "O", "N", "C", "C", "H", "H", "H", "H", "H", "H", "H", "H", "H", "H", "H", "H", "H", "H"],
  "positions_angstrom": [[0.765, -0.944, -3.348], [-0.748, 1.302, 3.133], [1.267, 1.359, -1.180], [-0.199, -0.106, 0.702], [-1.542, -0.387, 0.074], [0.504, -1.457, 0.848], [-1.778, 1.084, 3.194], [-1.950, -1.365, 0.365], [0.124, -1.556, -3.740], [1.095, 2.303, -1.269], [1.652, 1.103, -1.959], [-2.406, 0.211, 0.611], [0.228, -1.891, 1.873], [-0.700, 1.742, 4.006], [-1.695, -0.282, -0.998], [1.515, -0.755, -3.960], [-0.372, 0.185, 1.716], [1.522, -1.276, 0.536], [-0.153, -2.155, 0.268], [0.263, 0.713, 0.069]]
}

---

B) {
  "formula": "C2H14NO3",
  "method": "wB97M-V/def2-TZVPD",
  "homo_energy_ev": -14.8,
  "total_charge": 1,
  "gap_ev": 11.86,
  "species": ["O", "O", "O", "N", "C", "C", "H", "H", "H", "H", "H", "H", "H", "H", "H", "H", "H", "H", "H", "H"],
  "positions_angstrom": [[-1.349, 1.754, 0.407], [1.270, 2.146, 0.103], [-3.140, -1.170, -0.408], [1.478, -0.493, -0.205], [0.399, -1.245, -0.927], [1.621, -0.785, 1.266], [2.016, -1.797, 1.367], [-3.702, -1.941, -0.517], [0.580, -0.798, 1.595], [1.426, 0.544, -0.390], [2.381, -0.103, 1.635], [0.391, -0.841, -1.935], [1.370, 2.897, -0.500], [-3.749, -0.446, -0.475], [-0.530, -0.988, -0.420], [0.314, 2.312, 0.326], [-2.005, 2.000, 1.057], [-1.675, 2.062, -0.455], [0.565, -2.315, -0.860], [2.338, -0.794, -0.666]]
}

---

C) {
  "formula": "C2H14NO3",
  "method": "wB97M-V/def2-TZVPD",
  "homo_energy_ev": -14.2,
  "total_charge": 1,
  "gap_ev": 11.28,
  "species": ["O", "O", "O", "N", "C", "C", "H", "H", "H", "H", "H", "H", "H", "H", "H", "H", "H", "H", "H", "H"],
  "positions_angstrom": [[3.213, -3.083, -4.280], [0.219, -0.188, -0.449], [1.312, -2.562, -1.567], [-0.113, 1.601, 1.447], [-1.375, 2.443, 1.901], [-2.418, 1.367, 2.348], [-3.337, 1.942, 2.736], [-2.766, 0.909, 1.434], [0.809, -0.959, -0.796], [-0.438, 0.014, -1.126], [2.495, -3.727, -4.184], [0.670, -2.853, -2.231], [-0.064, 0.849, 0.660], [2.239, -2.725, -1.804], [3.774, -3.646, -4.841], [0.576, 2.291, 1.147], [-1.722, 3.215, 1.212], [0.149, 1.108, 2.314], [-1.116, 3.044, 2.762], [-2.105, 0.960, 3.317]]
}

---

Most stable: B) (next structure +66.2 kJ/mol)

---

A) {
  "formula": "AlBH8O2",
  "method": "wB97M-V/def2-TZVPD",
  "homo_energy_ev": -20.1,
  "total_charge": 2,
  "gap_ev": 4.00,
  "species": ["Al", "O", "O", "B", "H", "H", "H", "H", "H", "H", "H", "H"],
  "positions_angstrom": [[-5.086, 15.570, -5.955], [-2.363, 16.634, -6.078], [-7.879, 14.606, -5.565], [-3.595, 14.772, -8.623], [-3.207, 14.236, -7.771], [-4.619, 14.489, -8.813], [-3.690, 15.806, -8.332], [-1.733, 16.583, -5.360], [-8.573, 14.125, -6.016], [-8.339, 15.131, -4.909], [-2.958, 14.593, -9.475], [-1.904, 17.118, -6.766]]
}

---

B) {
  "formula": "AlBH8O2",
  "method": "wB97M-V/def2-TZVPD",
  "homo_energy_ev": -20.7,
  "total_charge": 2,
  "gap_ev": 5.59,
  "species": ["Al", "O", "O", "B", "H", "H", "H", "H", "H", "H", "H", "H"],
  "positions_angstrom": [[-0.840, -16.329, -2.355], [-0.552, -16.552, -0.373], [0.897, -17.328, -1.889], [0.616, -14.664, -1.494], [1.634, -16.728, -1.770], [-1.214, -16.414, 0.304], [-0.422, -14.841, -1.258], [0.278, -16.581, 0.104], [1.138, -15.607, -1.534], [1.106, -14.146, -0.684], [1.261, -18.194, -1.704], [0.735, -14.105, -2.409]]
}

---

Most stable: B) (next structure +231.8 kJ/mol)

---

A) {
  "formula": "C21H23N3OS",
  "method": "wB97M-V/def2-TZVPD",
  "smiles": "O=C(CN1CCC(c2nc3ccccc3s2)CC1)NCc1ccccc1",
  "homo_energy_ev": -8.8,
  "total_charge": 0,
  "gap_ev": 9.38,
  "species": ["S", "O", "N", "N", "N", "C", "C", "C", "C", "C", "C", "C", "C", "C", "C", "C", "C", "C", "C", "C", "C", "C", "C", "C", "C", "C", "H", "H", "H", "H", "H", "H", "H", "H", "H", "H", "H", "H", "H", "H", "H", "H", "H", "H", "H", "H", "H", "H", "H"],
  "positions_angstrom": [[-4.148, 2.624, -1.694], [3.093, -0.973, -1.063], [1.784, -2.521, -0.060], [-2.088, 3.629, -0.492], [-0.115, -0.731, 0.469], [-3.868, 4.333, -1.830], [2.906, -5.616, 1.135], [-4.605, 5.288, -2.509], [-2.690, 2.523, -0.687], [2.551, -3.684, -0.451], [-0.892, -0.847, -0.754], [-0.875, -0.044, 1.497], [-2.287, 6.006, -1.075], [3.517, -6.177, 2.244], [4.752, -4.152, 2.586], [-3.026, 6.952, -1.753], [-1.381, 1.337, 1.071], [-2.704, 4.680, -1.107], [3.217, -4.323, 0.740], [-1.423, 0.490, -1.281], [4.440, -5.446, 2.972], [4.145, -3.594, 1.476], [1.221, -0.208, 0.250], [-4.171, 6.599, -2.462], [-2.239, 1.198, -0.188], [2.138, -1.262, -0.372], [4.915, -5.883, 3.837], [2.185, -6.190, 0.569], [4.389, -2.589, 1.166], [3.271, -7.186, 2.540], [-0.252, 0.041, 2.391], [-0.542, 2.001, 0.858], [-1.738, -1.509, -0.539], [-0.592, 1.133, -1.578], [0.984, -2.639, 0.544], [-0.269, -1.323, -1.514], [1.262, 0.688, -0.384], [1.658, 0.055, 1.218], [-2.045, 0.314, -2.160], [5.474, -3.580, 3.150], [-1.966, 1.783, 1.876], [1.897, -4.403, -0.955], [-5.491, 5.010, -3.057], [-4.731, 7.360, -2.984], [3.305, -3.325, -1.159], [-3.122, 0.586, 0.036], [-2.713, 7.986, -1.736], [-1.732, -0.681, 1.742], [-1.398, 6.267, -0.523]]
}

---

B) {
  "formula": "C21H23N3OS",
  "method": "wB97M-V/def2-TZVPD",
  "smiles": "Cc1ccc(Sc2cc(C(=O)NCCN(C)C)c3ccccc3n2)cc1",
  "homo_energy_ev": -8.2,
  "total_charge": 0,
  "gap_ev": 8.28,
  "species": ["S", "O", "N", "N", "N", "C", "C", "C", "C", "C", "C", "C", "C", "C", "C", "C", "C", "C", "C", "C", "C", "C", "C", "C", "C", "C", "H", "H", "H", "H", "H", "H", "H", "H", "H", "H", "H", "H", "H", "H", "H", "H", "H", "H", "H", "H", "H", "H", "H"],
  "positions_angstrom": [[-0.280, -3.298, -0.280], [0.834, 1.926, -2.160], [-1.647, 2.897, 0.466], [2.077, -2.308, 0.251], [1.112, 2.599, -0.016], [0.521, 3.902, -0.204], [-2.828, -2.518, -0.982], [2.795, -0.012, -0.065], [3.846, 0.919, 0.023], [-1.963, -1.572, 1.051], [-5.462, -0.234, 0.489], [1.496, 0.301, -0.545], [4.313, -1.732, 0.777], [-2.711, 2.939, 1.448], [3.034, -1.364, 0.312], [5.077, 0.531, 0.476], [-3.147, -0.884, 1.229], [5.310, -0.799, 0.858], [0.550, -0.684, -0.623], [1.117, 1.676, -1.007], [-4.009, -1.824, -0.792], [0.895, -1.982, -0.188], [-2.192, 2.755, -0.871], [-4.184, -0.995, 0.311], [-1.798, -2.382, -0.063], [-0.775, 4.051, 0.602], [0.339, 4.008, -1.275], [-2.806, 3.619, -1.168], [-0.433, -0.473, -1.014], [5.882, 1.248, 0.538], [-1.272, 4.990, 0.298], [-3.326, 2.049, 1.334], [-2.811, 1.859, -0.898], [-5.514, 0.587, -0.227], [-1.388, 2.631, -1.592], [-5.535, 0.180, 1.492], [6.290, -1.083, 1.212], [-0.517, 4.136, 1.663], [-6.320, -0.880, 0.314], [3.668, 1.940, -0.285], [-3.268, -0.261, 2.104], [-1.165, -1.481, 1.773], [-3.356, 3.826, 1.340], [-2.282, 2.943, 2.450], [1.227, 4.679, 0.110], [4.470, -2.761, 1.057], [1.228, 2.285, 0.935], [-4.807, -1.926, -1.513], [-2.697, -3.160, -1.839]]
}

---

Most stable: A) (next structure +59.9 kJ/mol)